A structure of composition C28H29N3NiOPS, computed with wB97M-V/def2-TZVPD.

Last column: Mulliken charge in e.
Geometry (Å):
1 Ni 0.34 0.80 0.16  -0.04
2 C 2.95 -3.78 -2.23  -0.48
3 C 3.73 -2.64 -2.34  -0.69
4 C 3.54 -1.58 -1.48  -0.45
5 C 2.55 -1.65 -0.50  0.39
6 C 1.76 -2.79 -0.39  -0.35
7 C 1.96 -3.86 -1.25  -0.83
8 P 2.20 -0.23 0.57  1.46
9 C 3.77 0.59 0.86  0.27
10 C 3.91 1.95 0.60  -0.09
11 C 5.12 2.58 0.85  -0.61
12 C 6.19 1.86 1.36  -0.49
13 C 6.06 0.50 1.62  -0.71
14 C 4.85 -0.13 1.37  -0.41
15 C 1.38 -0.75 2.07  -0.24
16 C 1.63 -1.51 3.20  -0.61
17 C 0.61 -1.60 4.13  -0.65
18 C -0.60 -0.94 3.92  -0.64
19 C -0.83 -0.19 2.78  -0.14
20 C 0.18 -0.09 1.82  0.32
21 H 3.10 -4.62 -2.90  0.40
22 H 4.50 -2.59 -3.10  0.42
23 H 4.16 -0.69 -1.56  0.42
24 H 1.00 -2.85 0.38  0.51
25 H 1.36 -4.75 -1.16  0.44
26 H 3.07 2.50 0.21  0.06
27 H 5.23 3.64 0.65  0.42
28 H 7.13 2.36 1.55  0.39
29 H 6.89 -0.06 2.01  0.42
30 H 4.76 -1.20 1.56  0.38
31 H 2.58 -2.01 3.36  0.46
32 H 0.76 -2.17 5.04  0.41
33 H -1.38 -1.02 4.67  0.43
34 H -1.78 0.32 2.65  0.44
35 O -1.53 1.35 0.04  -0.48
36 C -2.53 0.63 -0.10  0.12
37 C -3.87 1.24 -0.36  -0.88
38 C -4.25 0.83 -1.81  -0.66
39 C -3.06 0.53 -2.75  -0.32
40 C -2.48 -0.90 -2.67  -0.82
41 C -1.69 -1.20 -1.39  0.02
42 N -2.46 -0.72 -0.23  -0.01
43 H -3.79 2.32 -0.24  0.40
44 H -4.62 0.87 0.35  0.31
45 H -4.84 1.64 -2.24  0.41
46 H -4.90 -0.04 -1.79  0.32
47 H -2.26 1.26 -2.61  -0.01
48 H -3.41 0.66 -3.78  0.46
49 H -1.82 -1.08 -3.53  0.39
50 H -3.30 -1.61 -2.76  0.35
51 H -0.72 -0.69 -1.39  -0.26
52 H -1.50 -2.26 -1.28  0.37
53 H -3.39 -1.14 -0.23  0.41
54 S 0.81 1.83 -1.88  -0.62
55 C 0.69 3.42 -1.33  0.49
56 N 0.72 4.44 -2.24  -0.01
57 C 0.64 5.74 -1.88  -0.07
58 C 0.53 6.06 -0.57  -0.80
59 C 0.50 4.98 0.33  -0.03
60 N 0.58 3.72 -0.02  -0.30
61 H 0.80 4.19 -3.21  0.26
62 H 0.68 6.47 -2.69  0.42
63 H 0.47 7.09 -0.24  0.42
64 H 0.42 5.17 1.40  0.49

Output
**2S+1**: 1
**Energy above the lowest of the compared OMol25 structures with the same formula, charge and spin**: 0.00 kcal/mol
**Highest occupied orbital energy**: -10.961 eV
**Orbital gap**: 0.2841 hartree
**Total charge**: +1

=====

The molecule C6H12O, computed with wB97M-V/def2-TZVPD.

Last column: Mulliken charge in e.
Geometry (Å):
1 C 1.76 -0.22 -1.23  -1.46
2 C 1.09 0.33 0.01  0.10
3 O 0.80 1.73 -0.13  -0.44
4 C -0.58 1.53 0.19  -0.74
5 C -0.41 0.01 0.31  1.85
6 C -0.67 -0.55 1.71  -1.68
7 C -1.15 -0.79 -0.75  -1.83
8 H 2.73 0.26 -1.38  0.39
9 H 1.93 -1.30 -1.14  0.33
10 H 1.15 -0.04 -2.13  0.29
11 H 1.73 0.15 0.88  0.25
12 H -1.23 1.88 -0.62  0.27
13 H -0.86 2.05 1.12  0.29
14 H 0.08 -0.22 2.43  0.43
15 H -0.68 -1.65 1.70  0.38
16 H -1.65 -0.22 2.07  0.36
17 H -0.77 -1.82 -0.80  0.37
18 H -1.06 -0.35 -1.75  0.41
19 H -2.22 -0.85 -0.50  0.43

Output
**2S+1**: 1
**Energy above the lowest of the compared OMol25 structures with the same formula, charge and spin**: 24.31 kcal/mol
**SMILES**: C[C@H]1OCC1(C)C
**Highest occupied orbital energy**: -9.521 eV
**Orbital gap**: 0.3845 hartree
**Total charge**: 0

=====

A structure of composition C5H7AlO4, computed with wB97M-V/def2-TZVPD.

Last column: Mulliken charge in e.
Geometry (Å):
1 H 0.01 -0.96 -2.64  0.38
2 Al 2.39 -2.07 -1.14  0.54
3 O 0.84 -2.65 -1.79  -0.35
4 O -0.69 -1.25 -0.76  -0.36
5 C -0.19 -0.83 0.49  -0.39
6 C 0.79 0.27 0.11  -0.21
7 O 1.46 -0.58 -1.15  -0.18
8 C 0.37 -1.40 -1.69  0.37
9 H -1.03 -0.60 1.15  0.42
10 H 0.30 -1.65 1.03  0.25
11 H 1.68 0.34 0.73  0.28
12 H 0.65 1.20 -0.45  0.29
13 H -0.88 2.54 -0.03  0.47
14 O -1.08 2.42 3.10  -0.01
15 C -1.26 1.81 0.69  -1.04
16 C -1.21 2.18 1.98  1.10
17 H -2.14 1.23 0.40  0.42

Output
**2S+1**: 1
**Energy above the lowest of the compared OMol25 structures with the same formula, charge and spin**: 0.00 kcal/mol
**Highest occupied orbital energy (spin up / spin down)**: -19.102 / -16.943 eV
**Orbital gap (spin up / spin down)**: 0.3371 / 0.1515 hartree
**Total charge**: +2

=====

A structure of composition C36H28BCrF15GeN8P2S, computed with wB97M-V/def2-TZVPD.

Last column: Mulliken spin population.
Geometry (Å):
1 Cr -0.26 1.62 0.03  1.14
2 C 3.94 1.51 0.18  0.00
3 C 2.74 1.14 -0.41  0.01
4 N 1.74 1.86 0.10  -0.02
5 N 2.28 2.70 1.01  0.01
6 C 3.60 2.50 1.09  0.01
7 B 1.39 3.64 1.86  0.00
8 N 0.49 2.71 2.72  0.02
9 C 0.31 2.57 4.05  0.01
10 C -0.47 1.46 4.27  0.00
11 C -0.74 0.95 3.00  0.01
12 N -0.16 1.73 2.08  -0.04
13 N 0.43 4.39 0.90  0.00
14 C 0.23 5.70 0.70  0.00
15 C -0.77 5.86 -0.23  0.00
16 C -1.15 4.57 -0.57  0.00
17 N -0.41 3.68 0.11  -0.05
18 N 2.30 4.59 2.60  0.00
19 C 2.87 4.59 3.84  0.00
20 C 3.81 5.58 3.87  0.00
21 C 3.78 6.15 2.58  0.00
22 N 2.88 5.55 1.83  0.00
23 H 4.93 1.12 -0.02  0.00
24 H 2.56 0.38 -1.15  0.00
25 H 4.22 3.06 1.77  0.00
26 H 0.71 3.28 4.75  0.00
27 H -0.79 1.06 5.21  0.00
28 H -1.29 0.07 2.72  0.00
29 H 0.83 6.44 1.20  0.00
30 H -1.17 6.78 -0.61  0.00
31 H -1.90 4.25 -1.27  0.00
32 H 2.59 3.89 4.60  0.00
33 H 4.43 5.87 4.70  0.00
34 H 4.37 6.95 2.18  0.00
35 C -0.91 2.70 -3.48  0.00
36 P -0.44 1.32 -2.38  -0.03
37 C 0.82 0.47 -3.38  0.00
38 C -1.86 0.17 -2.58  -0.01
39 C -3.09 0.68 -1.82  0.01
40 P -2.66 1.08 -0.06  -0.02
41 C -3.93 2.32 0.39  0.00
42 C -3.32 -0.38 0.80  0.00
43 H -1.03 2.34 -4.51  0.00
44 H -0.13 3.46 -3.45  0.00
45 H -1.85 3.14 -3.16  0.00
46 H 0.41 0.26 -4.36  0.00
47 H 1.10 -0.47 -2.90  0.00
48 H 1.70 1.11 -3.48  0.00
49 H -1.53 -0.78 -2.15  0.00
50 H -2.08 0.03 -3.64  0.00
51 H -3.87 -0.09 -1.81  0.00
52 H -3.49 1.57 -2.31  0.00
53 H -4.93 1.95 0.14  0.00
54 H -3.75 3.26 -0.13  0.00
55 H -3.86 2.50 1.47  0.00
56 H -4.32 -0.60 0.41  0.00
57 H -3.40 -0.18 1.87  0.00
58 H -2.67 -1.24 0.66  0.00
59 F -1.19 -2.46 2.38  0.00
60 C -0.88 -3.76 2.36  0.00
61 C -0.44 -4.33 1.18  0.01
62 C -0.16 -5.68 1.16  0.00
63 F 0.27 -6.23 0.02  0.00
64 C -0.33 -6.46 2.29  0.00
65 F -0.08 -7.77 2.25  0.00
66 C -0.75 -5.87 3.47  0.00
67 F -0.88 -6.60 4.57  0.00
68 C -1.02 -4.51 3.52  0.00
69 F -1.42 -3.94 4.65  0.00
70 Ge -0.13 -3.19 -0.41  0.01
71 S 0.06 -0.72 0.00  -0.05
72 C -1.38 -3.73 -1.85  0.00
73 C -1.26 -3.06 -3.06  0.00
74 F -0.14 -2.33 -3.25  0.00
75 C -2.25 -3.04 -4.01  0.00
76 F -2.11 -2.33 -5.13  0.00
77 C -3.43 -3.72 -3.76  0.00
78 F -4.41 -3.69 -4.65  0.00
79 C -3.61 -4.38 -2.55  0.00
80 F -4.77 -4.98 -2.29  0.00
81 C -2.60 -4.36 -1.61  0.00
82 F -2.81 -4.92 -0.42  0.00
83 C 1.71 -3.65 -0.94  -0.01
84 C 2.70 -3.18 -0.08  0.00
85 F 2.31 -2.65 1.09  0.00
86 C 4.04 -3.21 -0.39  0.00
87 F 4.95 -2.72 0.44  0.00
88 C 4.43 -3.75 -1.61  0.00
89 F 5.71 -3.78 -1.95  0.00
90 C 3.47 -4.25 -2.48  0.00
91 F 3.85 -4.77 -3.65  0.00
92 C 2.13 -4.19 -2.14  0.00
93 F 1.22 -4.67 -3.00  0.00

Output
**2S+1**: 2
**Highest occupied orbital energy (spin up / spin down)**: -11.247 / -11.182 eV
**Orbital gap (spin up / spin down)**: 0.2564 / 0.2750 hartree
**Total charge**: +1

=====

The ion C4H11NO with charge +1, computed with wB97M-V/def2-TZVPD.

Last column: Mulliken spin population.
Geometry (Å):
1 C 0.63 0.00 0.19  0.03
2 N -0.84 0.14 0.28  0.83
3 C -1.39 1.52 0.19  -0.01
4 O -1.85 1.73 -1.09  0.09
5 C 1.01 -1.47 -0.03  0.02
6 C 2.44 -1.81 0.52  0.00
7 H 1.05 0.36 1.13  0.02
8 H 0.86 0.59 -0.71  0.04
9 H -1.30 -0.52 -0.35  -0.03
10 H -2.26 1.56 0.86  0.02
11 H -0.58 2.19 0.42  0.01
12 H -2.65 1.27 -1.38  -0.01
13 H 0.29 -2.19 0.37  -0.01
14 H 0.99 -1.60 -1.12  0.00
15 H 3.01 -2.45 -0.14  0.00
16 H 2.24 -2.37 1.43  0.00
17 H 2.96 -0.87 0.65  0.00

Output
**2S+1**: 2
**Energy above the lowest of the compared OMol25 structures with the same formula, charge and spin**: 40.65 kcal/mol
**Highest occupied orbital energy (spin up / spin down)**: -15.957 / -15.951 eV
**Orbital gap (spin up / spin down)**: 0.4667 / 0.2862 hartree
**Total charge**: +1

=====

A structure of composition C22H49IN2O3Si2, computed with wB97M-V/def2-TZVPD.

Last column: Mulliken spin population.
Geometry (Å):
1 C 6.24 -4.31 -0.65  0.00
2 C 5.15 -4.01 0.37  0.00
3 C 4.09 -3.02 -0.15  0.00
4 C 4.70 -1.75 -0.75  -0.01
5 Si 2.85 -3.92 -1.22  0.00
6 I 3.27 -3.67 -3.61  0.00
7 O 1.30 -3.39 -0.96  0.00
8 Si 0.38 -3.68 0.38  0.00
9 H 5.81 -4.66 -1.59  0.00
10 H 6.85 -3.44 -0.88  0.00
11 H 6.91 -5.09 -0.28  0.00
12 H 5.60 -3.60 1.28  0.00
13 H 4.68 -4.95 0.66  0.00
14 H 3.49 -2.70 0.72  0.00
15 H 5.59 -1.46 -0.18  0.00
16 H 4.00 -0.91 -0.72  0.02
17 H 5.01 -1.89 -1.79  0.00
18 H 2.88 -5.37 -0.95  0.00
19 H 0.00 -5.10 0.46  0.00
20 H 1.14 -3.34 1.60  0.00
21 H -0.82 -2.83 0.31  0.00
22 C 2.77 5.27 -1.14  0.01
23 C 3.10 3.80 -1.40  -0.01
24 C 2.76 3.38 -2.84  0.03
25 C 1.26 3.28 -3.10  -0.02
26 C 0.58 2.35 -2.10  0.03
27 C 0.85 2.74 -0.64  -0.01
28 N 2.34 2.87 -0.48  0.46
29 O 2.94 1.76 -0.25  0.47
30 C 0.12 4.03 -0.26  0.02
31 C 0.36 1.66 0.31  -0.01
32 C 4.59 3.59 -1.13  0.00
33 H 1.85 5.60 -1.60  0.00
34 H 2.72 5.47 -0.07  -0.01
35 H 3.58 5.87 -1.56  0.00
36 H 3.23 2.41 -3.03  0.00
37 H 3.23 4.10 -3.52  0.00
38 H 0.80 4.27 -3.08  0.00
39 H 1.10 2.90 -4.11  0.00
40 H -0.50 2.34 -2.26  0.00
41 H 0.94 1.33 -2.25  0.00
42 H 0.48 4.42 0.69  -0.01
43 H -0.94 3.80 -0.15  0.00
44 H 0.20 4.82 -1.01  0.00
45 H 0.80 0.69 0.09  0.01
46 H -0.72 1.58 0.20  0.00
47 H 0.59 1.91 1.34  0.00
48 H 4.83 3.81 -0.09  0.00
49 H 5.15 4.28 -1.76  0.00
50 H 4.90 2.58 -1.35  0.01
51 C -3.80 -0.08 -0.30  0.04
52 C -4.14 0.36 1.12  -0.03
53 C -3.04 -0.06 2.11  0.04
54 C -3.01 -1.56 2.37  -0.02
55 C -4.37 -2.08 2.83  0.03
56 C -5.51 -1.73 1.87  -0.01
57 N -5.43 -0.24 1.61  0.43
58 O -6.09 0.48 2.44  0.52
59 C -5.41 -2.54 0.57  0.02
60 C -6.86 -2.02 2.50  0.00
61 C -4.31 1.88 1.13  0.00
62 H -3.34 -1.06 -0.36  0.00
63 H -4.68 -0.06 -0.94  -0.02
64 H -3.08 0.63 -0.71  0.00
65 H -3.21 0.47 3.06  0.00
66 H -2.08 0.29 1.72  0.01
67 H -2.68 -2.09 1.48  0.00
68 H -2.26 -1.77 3.14  0.00
69 H -4.35 -3.16 2.96  0.00
70 H -4.61 -1.65 3.81  0.01
71 H -6.08 -2.13 -0.19  -0.01
72 H -5.72 -3.56 0.79  0.00
73 H -4.41 -2.59 0.16  0.00
74 H -6.97 -1.52 3.46  0.00
75 H -6.94 -3.10 2.65  0.00
76 H -7.67 -1.69 1.85  0.00
77 H -5.14 2.17 0.48  -0.01
78 H -3.39 2.32 0.75  0.00
79 H -4.51 2.26 2.12  0.00

Output
**2S+1**: 3
**Highest occupied orbital energy (spin up / spin down)**: -7.935 / -9.263 eV
**Orbital gap (spin up / spin down)**: 0.3107 / 0.3590 hartree
**Total charge**: 0

=====

no.,strongest force on any atom (Eh/bohr)
1,0.00175
2,0.00733
3,0.10846
4,0.03490
5,0.04730
6,0.00766